[1]
{
  "formula": "C25H51Cl2N4O28S7",
  "method": "wB97M-V/def2-TZVPD",
  "charge": 1,
  "homo_lumo_gap_ev": 7.3150,
  "e_homo_ev": -11.5,
  "fmax_ev_per_a": 1.862,
  "elements": ["C", "C", "C", "Cl", "C", "C", "C", "C", "N", "C", "C", "C", "Cl", "N", "C", "N", "N", "H", "H", "H", "H", "H", "H", "H", "H", "H", "H", "H", "H", "H", "H", "H", "H", "H", "H", "H", "H", "H", "H", "H", "C", "C", "O", "S", "O", "O", "O", "H", "H", "H", "H", "C", "C", "O", "S", "O", "O", "O", "H", "H", "H", "H", "C", "C", "O", "S", "O", "O", "O", "H", "H", "H", "H", "C", "C", "O", "S", "O", "O", "O", "H", "H", "H", "H", "C", "C", "O", "S", "O", "O", "O", "H", "H", "H", "H", "C", "C", "O", "S", "O", "O", "O", "H", "H", "H", "H", "C", "C", "O", "S", "O", "O", "O", "H", "H", "H", "H"],
  "coordinates": [[-2.141, 2.745, -5.957], [-2.538, 3.878, -5.001], [-3.269, 3.369, -3.760], [-3.757, 4.736, -2.732], [-2.479, 2.265, -3.008], [-2.331, 2.465, -1.514], [-1.446, 1.397, -0.903], [-1.716, 1.361, 0.652], [-2.241, 2.604, 1.172], [0.059, 1.503, -1.258], [0.743, 2.868, -1.208], [0.513, 3.665, 0.079], [0.432, 3.863, -2.677], [-1.907, 0.028, -1.381], [-2.981, 0.038, -2.213], [-3.883, -1.018, -2.141], [-3.232, 0.976, -3.166], [-2.129, 3.064, -6.994], [-1.160, 2.352, -5.679], [-2.845, 1.912, -5.857], [-1.702, 4.521, -4.730], [-3.257, 4.510, -5.528], [-4.194, 2.916, -4.119], [-1.515, 2.131, -3.498], [-3.343, 2.434, -1.096], [-1.945, 3.447, -1.274], [-2.354, 0.494, 0.855], [-0.773, 1.149, 1.156], [-1.908, 2.817, 2.100], [-3.243, 2.692, 1.108], [0.595, 0.788, -0.630], [0.170, 1.137, -2.286], [1.812, 2.672, -1.254], [-0.385, 4.272, 0.072], [0.521, 2.937, 0.890], [1.384, 4.292, 0.267], [-1.116, -0.458, -1.826], [-3.730, -1.840, -2.703], [-4.713, -0.958, -1.578], [-2.976, 0.514, -4.044], [-1.451, -4.523, -1.976], [-0.212, -5.186, -2.532], [0.775, -4.134, -2.525], [0.522, -3.170, -1.288], [1.382, -3.515, -0.220], [0.469, -1.830, -1.777], [-0.954, -3.649, -0.942], [-1.947, -3.912, -2.734], [-2.163, -5.230, -1.566], [-0.350, -5.560, -3.541], [0.139, -5.993, -1.888], [5.462, 4.820, -1.392], [5.857, 3.466, -1.940], [6.107, 2.671, -0.765], [5.138, 3.131, 0.413], [4.010, 2.265, 0.433], [5.920, 3.394, 1.564], [4.670, 4.517, -0.229], [6.333, 5.395, -1.075], [4.878, 5.405, -2.097], [6.742, 3.509, -2.567], [5.039, 3.005, -2.498], [-4.788, -6.881, 1.215], [-4.971, -8.221, 0.532], [-5.388, -7.887, -0.798], [-4.716, -6.536, -1.247], [-3.552, -6.815, -2.022], [-5.714, -5.651, -1.728], [-4.221, -6.040, 0.194], [-5.743, -6.453, 1.521], [-4.121, -6.931, 2.071], [-5.722, -8.841, 1.013], [-4.032, -8.774, 0.464], [-0.451, 4.719, 6.634], [-0.626, 3.375, 5.961], [-1.072, 3.701, 4.634], [-0.405, 5.086, 4.170], [0.732, 4.784, 3.376], [-1.435, 5.946, 3.714], [0.088, 5.566, 5.604], [-1.409, 5.133, 6.954], [0.226, 4.680, 7.478], [-1.358, 2.747, 6.461], [0.322, 2.839, 5.882], [-3.254, -12.625, -1.893], [-2.708, -11.763, -3.012], [-3.877, -11.228, -3.645], [-5.029, -11.004, -2.561], [-5.028, -9.650, -2.134], [-6.211, -11.627, -3.026], [-4.378, -11.886, -1.393], [-3.610, -13.587, -2.263], [-2.532, -12.787, -1.097], [-2.119, -12.326, -3.730], [-2.114, -10.932, -2.625], [10.890, 2.780, -3.234], [11.418, 3.674, -4.337], [10.231, 4.192, -4.963], [9.085, 4.371, -3.875], [9.048, 5.718, -3.435], [7.916, 3.721, -4.356], [9.745, 3.485, -2.725], [10.556, 1.816, -3.622], [11.612, 2.621, -2.438], [12.019, 3.137, -5.064], [11.990, 4.513, -3.938], [0.413, 2.837, 11.530], [0.956, 3.703, 10.412], [-0.221, 4.198, 9.751], [-1.401, 4.398, 10.825], [-1.441, 5.755, 11.224], [-2.548, 3.726, 10.333], [-0.741, 3.544, 12.001], [0.093, 1.860, 11.163], [1.124, 2.704, 12.341], [1.574, 3.148, 9.712], [1.517, 4.555, 10.799]],
  "lowdin_charge": [-0.08, -0.28, -0.64, 0.70, -0.30, -0.16, -0.36, -0.18, 0.03, -0.15, -0.67, -0.10, 0.67, 0.15, -0.27, 0.16, 0.15, 0.08, 0.07, 0.07, 0.09, 0.11, 0.10, 0.10, 0.13, 0.08, 0.11, 0.12, 0.07, 0.08, 0.13, 0.11, 0.08, 0.07, 0.08, 0.08, 0.13, 0.10, 0.12, 0.17, -0.15, -0.13, -0.18, 0.60, -0.19, -0.25, -0.19, 0.13, 0.09, 0.14, 0.14, -0.14, -0.15, -0.18, 0.59, -0.24, -0.21, -0.20, 0.14, 0.14, 0.09, 0.14, -0.15, -0.15, -0.24, 0.59, -0.24, -0.21, -0.19, 0.14, 0.14, 0.14, 0.14, -0.15, -0.15, -0.21, 0.59, -0.22, -0.21, -0.18, 0.14, 0.11, 0.14, 0.13, -0.16, -0.16, -0.18, 0.62, -0.22, -0.20, -0.19, 0.14, 0.14, 0.14, 0.13, -0.15, -0.15, -0.18, 0.59, -0.21, -0.23, -0.19, 0.14, 0.14, 0.14, 0.14, -0.15, -0.16, -0.23, 0.60, -0.20, -0.22, -0.18, 0.13, 0.14, 0.14, 0.14]
}


[2]
{
  "formula": "C25H51N2O2",
  "method": "wB97M-V/def2-TZVPD",
  "s_squared": 2.008,
  "e_above_lowest_kj_mol": 0.0,
  "charge": -1,
  "homo_lumo_gap_ev": [4.9478, 4.5248],
  "e_homo_ev": [-2.1, -2.1],
  "fmax_ev_per_a": 0.520,
  "multiplicity": 3,
  "elements": ["C", "C", "C", "C", "C", "C", "C", "H", "H", "H", "H", "H", "H", "H", "H", "H", "H", "H", "H", "H", "H", "H", "C", "C", "C", "C", "C", "C", "N", "O", "C", "C", "C", "H", "H", "H", "H", "H", "H", "H", "H", "H", "H", "H", "H", "H", "H", "H", "H", "H", "H", "C", "C", "C", "C", "C", "C", "N", "O", "C", "C", "C", "H", "H", "H", "H", "H", "H", "H", "H", "H", "H", "H", "H", "H", "H", "H", "H", "H", "H"],
  "coordinates": [[-0.552, -7.248, 1.090], [0.718, -6.701, 1.736], [1.790, -6.380, 0.752], [3.129, -5.879, 1.182], [3.172, -4.389, 1.638], [2.891, -4.239, 3.130], [2.243, -3.500, 0.817], [-1.204, -7.725, 1.825], [-1.127, -6.456, 0.606], [-0.309, -7.992, 0.326], [1.096, -7.397, 2.495], [0.473, -5.779, 2.288], [1.443, -6.017, -0.213], [3.510, -6.490, 2.011], [3.833, -6.002, 0.353], [4.200, -4.043, 1.471], [1.879, -4.565, 3.382], [2.980, -3.196, 3.442], [3.589, -4.830, 3.731], [2.493, -2.442, 0.924], [1.201, -3.617, 1.128], [2.291, -3.733, -0.250], [0.762, -0.077, -0.424], [-0.514, -0.590, -1.102], [-0.716, -2.055, -0.707], [-2.066, -2.597, -1.167], [-3.202, -1.698, -0.681], [-2.986, -0.209, -1.013], [-1.633, 0.278, -0.627], [-1.580, 0.294, 0.787], [-3.293, 0.045, -2.497], [-3.991, 0.629, -0.217], [-0.276, -0.418, -2.605], [0.640, -0.127, 0.655], [1.618, -0.674, -0.757], [0.942, 0.960, -0.707], [-0.672, -2.100, 0.384], [0.105, -2.662, -1.107], [-2.091, -2.695, -2.259], [-2.212, -3.608, -0.769], [-4.153, -2.022, -1.121], [-3.292, -1.790, 0.404], [-3.011, 1.069, -2.755], [-4.366, -0.078, -2.666], [-2.777, -0.632, -3.174], [-3.882, 0.428, 0.844], [-5.010, 0.405, -0.556], [-3.784, 1.691, -0.379], [0.766, -0.643, -2.853], [-0.446, 0.629, -2.863], [-0.878, -1.024, -3.282], [-0.415, 3.485, -2.308], [-0.331, 4.251, -0.993], [-0.630, 3.288, 0.168], [-0.343, 3.893, 1.534], [1.090, 4.411, 1.628], [1.483, 5.373, 0.492], [1.080, 4.748, -0.816], [1.983, 4.032, -1.360], [0.849, 6.749, 0.693], [2.998, 5.562, 0.458], [-1.338, 5.401, -1.049], [0.269, 2.643, -2.307], [-1.432, 3.095, -2.379], [-0.205, 4.115, -3.176], [-0.024, 2.394, 0.040], [-1.666, 2.948, 0.093], [-1.055, 4.691, 1.773], [-0.490, 3.117, 2.287], [1.244, 4.939, 2.576], [1.781, 3.564, 1.615], [0.991, 7.372, -0.192], [1.348, 7.231, 1.536], [-0.211, 6.709, 0.921], [3.516, 4.608, 0.417], [3.298, 6.098, 1.361], [3.293, 6.146, -0.414], [-2.259, 5.009, -1.483], [-0.975, 6.209, -1.687], [-1.592, 5.809, -0.075]],
  "lowdin_charge": [-0.12, -0.28, -0.10, -0.20, -0.42, -0.09, -0.09, 0.06, 0.07, 0.07, 0.11, 0.10, 0.10, 0.10, 0.10, 0.12, 0.07, 0.08, 0.07, 0.08, 0.08, 0.08, -0.06, -0.52, -0.16, -0.19, -0.15, -0.54, -0.17, -0.32, -0.05, -0.07, -0.05, 0.07, 0.07, 0.06, 0.11, 0.10, 0.09, 0.09, 0.11, 0.11, 0.07, 0.07, 0.05, 0.06, 0.07, 0.07, 0.08, 0.06, 0.06, -0.04, -0.47, -0.13, -0.16, -0.13, -0.49, -0.11, -0.03, -0.04, -0.05, -0.03, 0.06, 0.08, 0.09, 0.09, 0.11, 0.10, 0.12, 0.12, 0.12, 0.09, 0.08, 0.06, 0.08, 0.08, 0.09, 0.09, 0.09, 0.06]
}


> What is the charge in the first record?

+1


> Which of these has the lowest charge?

C25H51N2O2


> Which of these has the lowest charge?

C25H51N2O2


> What is the charge in the second record?

-1